Here is a structure of composition C43H39HfN4P2S from the OMol25 dataset. Energies are from wB97M-V/def2-TZVPD.

The maximum force is 0.24 eV/A. The calculation puts the orbital gap at 6.460 eV. The value obtained for the molar mass is 884.32 g mol⁻¹. As for the spin multiplicity: 1. The value obtained for the HOMO energy is -16.07 eV. The value obtained for the relative energy (zero: lowest compared OMol25 entry of this formula, charge and spin) is 0.00 kcal/mol. Its total charge is +3.

Element x y z (Å)
C1 5.598 4.720 -0.764
C2 -0.644 -4.425 3.275
H1 5.044 1.396 0.082
C3 5.849 5.475 0.380
C4 0.955 4.637 0.817
C5 -0.215 -2.991 -1.715
H2 -1.956 -2.996 2.359
H3 2.260 -0.158 2.650
C6 -6.628 0.447 -0.495
H4 -0.114 0.773 4.738
C7 2.564 2.774 0.303
H5 5.239 5.931 2.387
C8 -1.104 1.132 -4.191
H6 0.584 1.845 3.482
C9 -1.005 1.903 -3.044
C10 5.026 5.351 1.499
C11 -0.485 -4.339 -1.966
C12 0.942 -4.156 1.003
H7 1.549 -4.082 0.108
Hf1 -0.135 0.580 0.102
H8 3.321 4.382 2.342
H9 0.836 -5.823 3.946
C13 0.474 -4.115 -4.161
C14 0.404 -2.215 -2.696
C15 -0.148 -4.893 -3.190
C16 1.330 -5.010 2.024
H10 -2.813 -1.538 -2.959
C17 -6.157 0.031 1.838
C18 2.644 -0.735 -0.518
C19 4.123 0.866 -0.101
H11 0.624 -1.165 -2.518
H12 -0.943 -4.957 -1.203
H13 4.784 -1.208 -0.548
C20 -4.392 -0.066 0.210
H14 -1.872 -0.673 -5.061
H15 -1.186 1.614 3.604
C21 -5.294 0.245 -0.810
C22 -0.395 4.703 1.168
C23 3.992 -0.489 -0.416
H16 6.234 4.834 -1.631
N1 -2.361 -2.033 -0.081
C24 4.541 3.832 -0.783
H17 -0.530 2.876 -3.071
C25 3.701 3.712 0.329
N2 1.902 0.396 -0.281
C26 -0.245 -3.426 1.123
N3 7.850 7.113 0.426
H18 -1.859 3.059 1.408
H19 -3.110 -3.971 0.236
C27 -3.322 -3.106 -0.391
H20 2.242 -5.584 1.927
H21 -1.704 2.161 -1.038
C28 -1.034 -3.557 2.265
C29 0.537 -5.145 3.157
C30 3.950 4.487 1.467
C31 1.516 -0.905 2.916
C32 -0.212 1.144 3.720
C33 2.846 1.431 -0.024
H22 -7.334 0.686 -1.278
C34 -4.821 -0.165 1.539
H23 -0.678 1.487 -5.120
H24 4.342 3.254 -1.677
H25 -6.501 -0.050 2.860
C35 6.962 6.386 0.406
H26 2.161 -1.670 -0.756
C36 -1.779 -0.087 -4.156
H27 1.638 -1.812 2.326
P1 -2.679 -0.381 -0.136
P2 -0.671 -2.230 -0.152
H28 1.626 5.472 0.691
S1 -0.160 -0.287 2.614
H29 1.580 -1.155 3.973
C37 -2.260 0.197 -1.816
H30 -4.329 -2.759 -0.166
C38 -1.581 1.439 -1.857
H31 -0.971 5.586 1.389
H32 -3.270 -3.405 -1.438
H33 -1.268 -4.546 4.151
C39 0.754 -2.777 -3.913
N4 0.130 2.521 0.836
H34 -4.118 -0.405 2.329
H35 -4.963 0.327 -1.838
C40 -7.056 0.338 0.822
H36 1.249 -2.177 -4.666
H37 -8.100 0.495 1.061
C41 -2.327 -0.570 -2.973
H38 0.749 -4.557 -5.109
C42 -0.860 3.404 1.177
H39 -0.360 -5.936 -3.385
C43 1.294 3.292 0.627